DFT (the ωB97M-V functional and the def2-TZVPD basis) results for the molecule C3H7N3S in a non-equilibrium geometry.

```
14
C3H7N3S the ωB97M-V functional and the def2-TZVPD basis
H -2.16 0.15 -1.23
H 1.36 -1.58 -0.54
N -0.54 -1.18 -0.53
H -2.74 0.73 0.98
H -2.65 -1.05 0.80
C -2.08 -0.12 0.75
S 3.60 -0.57 0.17
C 0.72 -0.72 -0.51
H 2.99 1.65 0.12
H -1.37 -0.17 1.53
N -1.38 0.09 -0.48
N 1.20 0.62 -0.63
H 0.52 1.46 -0.40
C 2.55 0.69 -0.03
```

Total charge: 0
Calculated total energy (Ha): -680.85780
LUMO energy (eV): -0.3
SMILES: CN/N=C\NC=S
HOMO energy (eV): -8.976